Molecular formula: C10H23Cl12N2O2PSi2
Method: DFT, the ωB97M-V functional and the def2-TZVPD basis

```
52
Properties=species:S:1:pos:R:3:nbo_charge:R:1
C -3.19 0.95 -1.76 -0.623
C -2.20 -0.21 -1.72 -0.211
N -2.08 -0.84 -0.40 -0.515
C -0.95 -1.75 -0.29 -0.199
C 0.43 -1.13 -0.51 -0.942
Si 1.77 -2.10 0.36 1.447
O 3.30 -1.86 -0.26 -1.222
Si 3.83 -0.38 -0.81 1.132
P 4.65 0.91 0.86 0.853
N 3.56 1.97 1.36 -1.312
C -2.15 0.07 0.70 0.727
C -2.97 -0.43 1.86 -0.717
O -1.61 1.15 0.71 -0.562
H -4.04 0.79 -1.10 0.209
H -2.68 1.86 -1.46 0.225
H -3.51 1.10 -2.78 0.212
H -1.25 0.16 -2.10 0.179
H -2.55 -0.98 -2.40 0.192
H -1.11 -2.59 -0.96 0.206
H -0.99 -2.17 0.72 0.194
H 0.45 -0.09 -0.18 0.271
H 0.65 -1.10 -1.58 0.235
H 1.47 -3.54 0.22 -0.210
H 1.73 -1.77 1.80 -0.204
H 2.80 0.41 -1.50 -0.168
H 4.93 -0.63 -1.76 -0.197
H 5.07 0.05 1.90 -0.055
H 5.82 1.48 0.34 -0.033
H 3.92 2.90 1.23 0.368
H -4.01 -0.14 1.72 0.246
H -2.60 0.02 2.77 0.231
H -2.92 -1.51 1.93 0.223
C -7.13 1.26 0.46 -0.287
Cl -7.25 -0.16 1.49 0.024
Cl -5.85 2.34 1.03 0.020
Cl -6.86 0.80 -1.22 0.022
H -8.07 1.80 0.52 0.230
C 6.14 -2.92 -3.93 -0.287
Cl 6.54 -1.20 -3.87 0.020
Cl 5.14 -3.28 -5.34 0.022
Cl 7.60 -3.91 -3.93 0.023
H 5.56 -3.16 -3.05 0.229
C -9.09 1.08 5.24 -0.286
Cl -8.88 -0.67 5.29 0.018
Cl -7.85 1.83 4.25 0.022
Cl -10.70 1.50 4.67 0.018
H -8.99 1.45 6.25 0.228
C 9.32 2.46 -0.95 -0.285
Cl 8.83 2.80 0.71 0.020
Cl 8.04 1.60 -1.82 0.013
Cl 9.75 3.95 -1.79 0.028
H 10.19 1.82 -0.93 0.229
```

**Charge**: 0
**Calculated total energy**: -193131.41632 eV
**HOMO energy**: -8.21 eV
**HOMO-LUMO gap**: 8.6 eV

---

Molecular formula: C10H23CuNO6
Method: DFT, the ωB97M-V functional and the def2-TZVPD basis

```
41
Properties=species:S:1:pos:R:3:nbo_charge:R:1
Cu 1.25 9.32 -20.25 0.040
C 2.87 4.85 -19.21 0.888
O 3.31 3.84 -18.64 -0.640
O 3.68 5.78 -19.23 -0.607
O 1.73 4.89 -19.63 -0.680
C 1.74 8.95 -15.78 -0.256
O 2.25 10.11 -16.47 -0.554
C 3.52 10.66 -16.01 -0.058
C 3.96 11.78 -16.97 -0.234
N 4.13 11.28 -18.37 -0.589
C 5.16 12.09 -19.04 -0.242
C 5.12 11.68 -20.56 -0.075
O 3.74 11.78 -21.02 -0.534
C 3.68 11.26 -22.37 -0.258
H 2.23 8.73 -14.83 0.157
H 1.85 8.00 -16.32 0.206
H 0.71 9.13 -15.49 0.176
H 4.22 9.86 -15.75 0.175
H 3.38 11.18 -15.06 0.153
H 4.86 12.14 -16.47 0.162
H 3.20 12.56 -16.99 0.197
H 4.54 10.36 -18.38 0.351
H 6.14 12.12 -18.56 0.170
H 4.70 13.08 -19.07 0.182
H 5.42 10.64 -20.51 0.170
H 5.85 12.30 -21.09 0.165
H 2.64 11.21 -22.72 0.198
H 4.07 10.26 -22.54 0.181
H 4.27 11.98 -22.93 0.157
C -2.50 12.92 -20.20 -0.625
C -3.07 12.45 -21.49 0.091
C -2.83 13.51 -22.59 -0.640
O -2.52 11.19 -21.90 -0.724
H -2.53 12.24 -19.35 0.229
H -3.03 13.83 -19.90 0.205
H -1.50 13.33 -20.28 0.213
H -4.11 12.21 -21.31 0.157
H -1.80 13.82 -22.76 0.220
H -3.26 14.44 -22.23 0.199
H -3.41 13.45 -23.51 0.209
H -3.12 10.75 -22.51 0.465
```

**Charge**: -1
**Calculated total energy**: -69150.74069 eV
**Energy above the lowest of the compared OMol25 structures with the same formula, charge and spin**: 0.0 kJ/mol
**HOMO energy**: -1.93 eV
**HOMO-LUMO gap**: 2.9 eV

---

Molecular formula: C10H23FNO7S2
Method: DFT, the ωB97M-V functional and the def2-TZVPD basis

```
44
Properties=species:S:1:pos:R:3:nbo_charge:R:1
C 4.60 1.21 2.69 -0.631
C 5.27 2.24 1.71 -0.216
C 5.57 1.59 0.31 -0.621
C 4.54 3.61 1.60 -0.631
S 2.85 3.54 0.91 2.165
O 2.85 3.22 -0.55 -0.960
O 2.32 4.93 1.08 -0.977
N 1.84 2.53 1.84 -1.112
S 1.58 1.08 1.07 2.396
O 1.10 0.12 2.11 -0.952
O 2.73 0.49 0.35 -0.928
F 0.29 1.27 0.08 -0.503
H 4.47 0.26 2.15 0.231
H 5.32 0.99 3.50 0.187
H 3.69 1.57 3.17 0.238
H 6.27 2.46 2.14 0.188
H 5.80 0.52 0.42 0.203
H 4.74 1.70 -0.39 0.261
H 6.48 2.11 -0.08 0.183
H 5.12 4.23 0.89 0.243
H 4.49 4.10 2.58 0.239
C -2.10 0.65 -1.75 -0.251
O -2.22 -0.76 -1.62 -0.559
C -1.86 -1.22 -0.33 -0.098
C -2.78 -2.34 0.13 -0.084
O -4.10 -1.91 0.49 -0.543
C -4.97 -1.50 -0.56 -0.083
C -5.42 -2.62 -1.48 -0.092
O -4.39 -3.01 -2.37 -0.542
C -4.40 -4.38 -2.69 -0.247
H -1.05 0.94 -1.79 0.194
H -2.58 0.94 -2.69 0.176
H -2.60 1.16 -0.93 0.164
H -1.88 -0.41 0.41 0.191
H -0.83 -1.61 -0.39 0.186
H -2.36 -2.75 1.05 0.188
H -2.82 -3.16 -0.59 0.174
H -4.55 -0.67 -1.12 0.194
H -5.86 -1.12 -0.05 0.179
H -6.27 -2.27 -2.09 0.167
H -5.75 -3.48 -0.88 0.168
H -4.47 -4.99 -1.78 0.162
H -3.46 -4.62 -3.18 0.193
H -5.24 -4.61 -3.36 0.160
```

**Charge**: -1
**Calculated total energy**: -50952.39371 eV
**HOMO energy**: -6.36 eV
**HOMO-LUMO gap**: 9.0 eV

---

Molecular formula: C10H23IO9P3
Method: DFT, the ωB97M-V functional and the def2-TZVPD basis

```
46
Properties=species:S:1:pos:R:3:nbo_charge:R:1
C 1.62 2.81 2.43 -0.012
C 0.50 2.02 2.84 -0.460
P -0.81 0.92 3.76 0.976
C -0.99 1.53 5.57 -0.805
C 0.47 1.25 6.33 0.368
O 1.45 0.67 5.62 -0.551
I 0.89 1.80 8.41 0.273
H 2.64 3.42 2.43 0.337
H -2.11 1.05 3.14 0.111
H -0.28 -0.42 3.77 0.125
H -1.86 1.03 6.18 0.317
H -1.10 2.72 5.57 0.320
C 3.20 -0.43 2.00 -0.283
O 3.35 0.15 0.72 -0.684
P 4.11 -0.91 -0.43 2.226
O 4.31 0.29 -1.37 -0.922
O 2.65 -1.62 -0.72 -0.821
C 1.55 -0.82 -1.14 -0.250
O 4.87 -1.96 -1.57 -0.720
C 4.24 -2.18 -2.82 -0.243
H 2.66 0.27 2.64 0.182
H 2.63 -1.36 1.94 0.173
H 4.18 -0.63 2.43 0.182
H 1.87 0.15 -1.54 0.206
H 0.89 -0.65 -0.29 0.171
H 1.01 -1.35 -1.91 0.201
H 3.79 -1.27 -3.23 0.191
H 3.47 -2.96 -2.71 0.185
H 4.99 -2.55 -3.52 0.205
C -4.69 -1.42 -0.76 -0.284
O -3.63 -0.49 -0.88 -0.677
P -2.61 -0.77 -2.25 2.244
O -1.57 0.19 -1.67 -0.965
O -3.69 0.06 -3.19 -0.813
C -4.02 1.39 -2.85 -0.254
O -1.60 -1.05 -3.63 -0.725
C -1.33 0.02 -4.52 -0.244
H -5.31 -1.14 0.09 0.195
H -5.31 -1.41 -1.67 0.187
H -4.29 -2.42 -0.60 0.174
H -3.29 1.85 -2.17 0.199
H -5.01 1.40 -2.37 0.181
H -4.07 1.99 -3.76 0.197
H -1.18 0.96 -3.99 0.190
H -2.16 0.12 -5.23 0.191
H -0.43 -0.22 -5.08 0.205
```

**Charge**: +1
**Calculated total energy**: -65117.39563 eV
**HOMO energy**: -11.38 eV
**HOMO-LUMO gap**: 6.3 eV

---

Molecular formula: C10H23N2O2
Method: DFT, the ωB97M-V functional and the def2-TZVPD basis

```
37
Properties=species:S:1:pos:R:3:nbo_charge:R:1
C 0.08 3.04 -3.06 -0.634
C -1.09 2.61 -2.18 0.082
O -1.33 3.57 -1.16 -0.741
C -0.80 1.30 -1.46 -0.229
N -1.99 0.69 -0.89 -0.643
C -2.22 0.74 0.54 -0.255
C -2.15 -0.60 1.32 -0.097
O -1.35 -1.64 0.74 -0.513
C 0.02 -1.48 0.59 0.274
C 0.69 -2.83 0.52 -0.437
C 2.20 -2.68 0.35 -0.406
C 2.77 -1.94 1.56 -0.426
C 2.12 -0.57 1.68 -0.215
N 0.61 -0.72 1.77 -0.532
H -0.05 4.07 -3.38 0.232
H 0.16 2.40 -3.95 0.215
H 1.02 2.98 -2.51 0.204
H -1.99 2.47 -2.78 0.178
H -2.11 4.08 -1.36 0.484
H -0.28 0.61 -2.14 0.194
H -0.10 1.57 -0.65 0.164
H -2.22 -0.20 -1.29 0.380
H -3.22 1.15 0.74 0.219
H -1.54 1.49 0.97 0.188
H -3.14 -1.05 1.40 0.226
H -1.82 -0.41 2.35 0.155
H 0.25 -0.86 -0.28 0.190
H 0.22 -3.40 -0.29 0.261
H 0.46 -3.37 1.45 0.217
H 2.41 -2.09 -0.55 0.211
H 2.67 -3.66 0.22 0.248
H 2.60 -2.52 2.47 0.216
H 3.85 -1.78 1.45 0.254
H 2.30 0.04 0.80 0.224
H 2.43 -0.01 2.56 0.238
H 0.20 0.22 1.81 0.442
H 0.36 -1.20 2.63 0.431
```

**Charge**: +1
**Calculated total energy**: -17811.54087 eV
**Energy above the lowest of the compared OMol25 structures with the same formula, charge and spin**: 0.0 kJ/mol
**HOMO energy**: -11.75 eV
**Structure (SMILES)**: C[C@H](O)CNCCO[C@@H]1CCCC[NH2+]1
**HOMO-LUMO gap**: 8.8 eV

---

Q: What is the charge in the fifth record?
A: +1

---

Q: Which value of HOMO energy does entry 1 give?
A: -8.21 eV

---

Copy entry 1 word for word.
Molecular formula: C10H23Cl12N2O2PSi2
Method: DFT, the ωB97M-V functional and the def2-TZVPD basis

```
52
Properties=species:S:1:pos:R:3:nbo_charge:R:1
C -3.19 0.95 -1.76 -0.623
C -2.20 -0.21 -1.72 -0.211
N -2.08 -0.84 -0.40 -0.515
C -0.95 -1.75 -0.29 -0.199
C 0.43 -1.13 -0.51 -0.942
Si 1.77 -2.10 0.36 1.447
O 3.30 -1.86 -0.26 -1.222
Si 3.83 -0.38 -0.81 1.132
P 4.65 0.91 0.86 0.853
N 3.56 1.97 1.36 -1.312
C -2.15 0.07 0.70 0.727
C -2.97 -0.43 1.86 -0.717
O -1.61 1.15 0.71 -0.562
H -4.04 0.79 -1.10 0.209
H -2.68 1.86 -1.46 0.225
H -3.51 1.10 -2.78 0.212
H -1.25 0.16 -2.10 0.179
H -2.55 -0.98 -2.40 0.192
H -1.11 -2.59 -0.96 0.206
H -0.99 -2.17 0.72 0.194
H 0.45 -0.09 -0.18 0.271
H 0.65 -1.10 -1.58 0.235
H 1.47 -3.54 0.22 -0.210
H 1.73 -1.77 1.80 -0.204
H 2.80 0.41 -1.50 -0.168
H 4.93 -0.63 -1.76 -0.197
H 5.07 0.05 1.90 -0.055
H 5.82 1.48 0.34 -0.033
H 3.92 2.90 1.23 0.368
H -4.01 -0.14 1.72 0.246
H -2.60 0.02 2.77 0.231
H -2.92 -1.51 1.93 0.223
C -7.13 1.26 0.46 -0.287
Cl -7.25 -0.16 1.49 0.024
Cl -5.85 2.34 1.03 0.020
Cl -6.86 0.80 -1.22 0.022
H -8.07 1.80 0.52 0.230
C 6.14 -2.92 -3.93 -0.287
Cl 6.54 -1.20 -3.87 0.020
Cl 5.14 -3.28 -5.34 0.022
Cl 7.60 -3.91 -3.93 0.023
H 5.56 -3.16 -3.05 0.229
C -9.09 1.08 5.24 -0.286
Cl -8.88 -0.67 5.29 0.018
Cl -7.85 1.83 4.25 0.022
Cl -10.70 1.50 4.67 0.018
H -8.99 1.45 6.25 0.228
C 9.32 2.46 -0.95 -0.285
Cl 8.83 2.80 0.71 0.020
Cl 8.04 1.60 -1.82 0.013
Cl 9.75 3.95 -1.79 0.028
H 10.19 1.82 -0.93 0.229
```

**Charge**: 0
**Calculated total energy**: -193131.41632 eV
**HOMO energy**: -8.21 eV
**HOMO-LUMO gap**: 8.6 eV

---

Please write out number 5 again, unchanged.
Molecular formula: C10H23N2O2
Method: DFT, the ωB97M-V functional and the def2-TZVPD basis

```
37
Properties=species:S:1:pos:R:3:nbo_charge:R:1
C 0.08 3.04 -3.06 -0.634
C -1.09 2.61 -2.18 0.082
O -1.33 3.57 -1.16 -0.741
C -0.80 1.30 -1.46 -0.229
N -1.99 0.69 -0.89 -0.643
C -2.22 0.74 0.54 -0.255
C -2.15 -0.60 1.32 -0.097
O -1.35 -1.64 0.74 -0.513
C 0.02 -1.48 0.59 0.274
C 0.69 -2.83 0.52 -0.437
C 2.20 -2.68 0.35 -0.406
C 2.77 -1.94 1.56 -0.426
C 2.12 -0.57 1.68 -0.215
N 0.61 -0.72 1.77 -0.532
H -0.05 4.07 -3.38 0.232
H 0.16 2.40 -3.95 0.215
H 1.02 2.98 -2.51 0.204
H -1.99 2.47 -2.78 0.178
H -2.11 4.08 -1.36 0.484
H -0.28 0.61 -2.14 0.194
H -0.10 1.57 -0.65 0.164
H -2.22 -0.20 -1.29 0.380
H -3.22 1.15 0.74 0.219
H -1.54 1.49 0.97 0.188
H -3.14 -1.05 1.40 0.226
H -1.82 -0.41 2.35 0.155
H 0.25 -0.86 -0.28 0.190
H 0.22 -3.40 -0.29 0.261
H 0.46 -3.37 1.45 0.217
H 2.41 -2.09 -0.55 0.211
H 2.67 -3.66 0.22 0.248
H 2.60 -2.52 2.47 0.216
H 3.85 -1.78 1.45 0.254
H 2.30 0.04 0.80 0.224
H 2.43 -0.01 2.56 0.238
H 0.20 0.22 1.81 0.442
H 0.36 -1.20 2.63 0.431
```

**Charge**: +1
**Calculated total energy**: -17811.54087 eV
**Energy above the lowest of the compared OMol25 structures with the same formula, charge and spin**: 0.0 kJ/mol
**HOMO energy**: -11.75 eV
**Structure (SMILES)**: C[C@H](O)CNCCO[C@@H]1CCCC[NH2+]1
**HOMO-LUMO gap**: 8.8 eV